# 1
Density functional theory data (wB97M-V/def2-TZVPD) for C58H44B2Br2CaN8O32 as an isolated structure.

Highest occupied orbital energy = -9.483 eV
HOMO-LUMO gap = 6.32 eV
LUMO = -3.164 eV
Multiplicity = 1

The geometry in XYZ format:
```
147
C58H44B2Br2CaN8O32 wB97M-V/def2-TZVPD
Ca -1.37913 4.85245 -2.17587
O 0.02374 2.81188 -10.67420
C 0.37388 3.30961 -9.57276
O 0.63971 2.73714 -8.47951
B 0.80226 3.76742 -7.41485
O 0.76138 5.07185 -8.15818
C 0.50988 4.81608 -9.38326
O 0.42912 5.66952 -10.25632
O 2.02367 3.70679 -6.65521
C 1.80029 3.84858 -5.40043
O 2.66395 3.87947 -4.55865
C 0.24296 3.88389 -5.18251
O -0.30955 3.69063 -6.42614
O -0.26929 3.96088 -4.05745
O 1.20474 -3.19697 -1.15140
C 0.38481 -2.43235 -0.67096
O -0.29239 -1.62697 -1.35594
B -0.91059 -0.59584 -0.51721
O -0.77386 -1.13021 0.88418
C 0.07087 -2.13273 0.86856
O 0.52234 -2.75365 1.88671
O -2.33125 -0.48757 -0.80857
C -2.51502 0.62797 -1.53361
O -3.53526 0.83702 -2.24626
C -1.21522 1.43453 -1.52399
O -0.30599 0.72632 -0.90278
O -1.07009 2.61153 -1.93790
Br -4.82902 -2.57973 -2.64148
C -3.57338 -2.01831 -4.11732
C -3.87784 -2.99744 -5.21504
Br -3.18421 -2.12202 -6.93017
H -2.53042 -2.08621 -3.80791
H -3.92862 -1.06061 -4.49774
H -4.96545 -3.06933 -5.22056
H -3.35573 -3.94595 -5.08923
C 4.57463 -0.06383 0.12539
C 3.18776 0.06859 0.39464
C 2.66113 0.90050 1.30710
C 3.51962 1.71391 2.06584
C 4.91738 1.42244 1.93515
C 5.50744 0.57423 0.99433
N 2.94440 2.65242 3.04513
O 3.72974 3.20654 3.78970
O 1.76666 2.99385 3.00545
H 5.03231 -0.64369 -0.66246
H 2.57845 -0.52719 -0.26883
H 1.59976 1.04458 1.44542
H 5.65134 2.01468 2.46143
H 6.57285 0.56765 0.81757
C 4.23737 -3.32074 1.30338
C 5.02279 -4.46386 1.00953
C 6.08106 -4.78912 1.84987
C 6.48109 -4.00531 2.90517
C 5.72483 -2.85857 3.17945
C 4.63903 -2.47704 2.33359
N 7.68979 -4.39099 3.70443
O 8.00049 -5.57807 3.65820
O 8.34933 -3.49774 4.25439
H 3.46974 -3.05720 0.59085
H 4.64254 -5.05554 0.18994
H 6.60419 -5.71615 1.66725
H 5.96470 -2.22424 4.01998
H 4.27091 -1.47805 2.51499
C 1.81852 -7.82559 -0.51890
C 1.57437 -8.75910 0.50836
C 1.22688 -8.33838 1.80554
C 1.02141 -6.99385 2.02672
C 1.26146 -6.04749 0.97235
C 1.63500 -6.47584 -0.31692
N 0.56834 -6.52109 3.31192
O 0.31105 -5.35757 3.44851
O 0.22493 -7.38505 4.08972
H 2.19557 -8.18088 -1.46654
H 1.77733 -9.79277 0.27018
H 0.89356 -9.06198 2.53472
H 1.10782 -4.98951 1.12552
H 1.79053 -5.86132 -1.19132
C 2.81261 0.31253 -3.54871
C 4.08183 0.80411 -3.79403
C 5.15869 -0.12291 -3.83543
C 4.93288 -1.46729 -3.64686
C 3.63648 -1.91265 -3.41455
C 2.58113 -1.01410 -3.37672
N 6.09634 -2.40001 -3.66020
O 6.11154 -3.43168 -3.01253
O 7.05927 -2.16914 -4.38498
H 1.93143 0.92856 -3.44666
H 4.26190 1.83333 -4.06732
H 6.08912 0.32096 -4.15742
H 3.49065 -2.97324 -3.27215
H 1.55128 -1.33506 -3.42960
C -7.41051 -0.47687 0.35686
C -5.96637 -0.50262 0.22939
C -5.19315 -0.15520 1.33357
C -5.79520 0.35440 2.49039
C -7.15901 0.51684 2.48686
C -7.99788 0.09202 1.44253
N -4.97021 0.50391 3.75458
O -3.76685 0.42479 3.54674
O -5.53551 0.78803 4.76835
H -7.93583 -0.89099 -0.49103
H -5.50604 -0.88764 -0.66854
H -4.12384 -0.27910 1.24622
H -7.57277 0.85416 3.42570
H -9.07751 0.11796 1.43079
C 2.24311 -1.10404 4.30969
C 1.01631 -0.45502 4.10415
C 0.78034 0.70287 4.76510
C 1.74388 1.14135 5.70537
C 2.96392 0.48843 5.89858
C 3.20725 -0.67065 5.19305
N 1.37971 2.26066 6.57767
O 2.30903 2.84020 7.13926
O 0.17427 2.56397 6.68230
H 2.45468 -2.01345 3.76691
H 0.29470 -0.72583 3.34762
H -0.17235 1.13880 4.50288
H 3.74015 0.76757 6.59569
H 4.06301 -1.28132 5.44039
C -8.54959 3.93507 -1.83559
C -8.22544 3.16745 -0.70102
C -6.85936 3.09112 -0.37845
C -5.90168 3.79238 -1.08636
C -6.24985 4.52691 -2.20378
C -7.55346 4.53635 -2.63768
N -4.48231 3.50522 -0.72026
O -3.62633 3.93970 -1.52175
O -4.21165 2.95756 0.38223
H -9.60577 3.96009 -2.05974
H -8.93253 2.46774 -0.28051
H -6.48220 2.55859 0.48211
H -5.49364 4.96309 -2.83962
H -7.92099 5.06778 -3.50308
C -2.28190 5.40371 4.91795
C -2.09798 4.04028 4.77672
C -1.61549 3.41864 3.62060
C -1.35060 4.26050 2.51939
C -1.69776 5.64226 2.58495
C -2.18271 6.22009 3.78745
N -0.89926 3.66909 1.18829
O -1.01805 4.32089 0.13278
O -0.41674 2.53383 1.17152
H -2.67130 5.72749 5.87186
H -2.14461 3.47994 5.69881
H -1.52284 2.34588 3.53684
H -1.58767 6.31317 1.74581
H -2.53015 7.23925 3.70385
```

# 2
Density functional theory data (wB97M-V/def2-TZVPD) for C58H48F3N2P2SbY as an isolated structure.

Highest occupied orbital energy (alpha / beta) = -8.476 / -8.478 eV
Net charge = +1
HOMO-LUMO gap (alpha / beta) = 4.58 / 4.58 eV
LUMO (alpha / beta) = -3.896 / -3.896 eV
Multiplicity = 1

The geometry in XYZ format:
```
115
C58H48F3N2P2SbY wB97M-V/def2-TZVPD
Y 2.92252 0.48714 -1.18051
C 1.47310 0.21906 3.24223
C 1.65736 1.54242 2.50339
P 0.10521 2.08880 1.64548
C -0.66315 3.16493 2.86638
C -1.84286 2.81849 3.50850
C -2.41919 3.68274 4.42676
C -1.81799 4.90897 4.70470
C -0.62263 5.24349 4.09533
C -0.04399 4.36561 3.17244
C 0.50363 3.26121 0.34109
C -0.47585 4.00198 -0.35454
C -0.14657 4.84984 -1.40397
C 1.16814 5.14398 -1.67275
C 2.16593 4.45472 -0.98813
C 1.82188 3.45455 -0.07479
C 0.86078 -0.94884 2.49714
P -1.00298 -0.66943 2.25051
C -1.60680 -2.17488 3.09316
C -2.28517 -2.16115 4.32673
C -2.53814 -3.33088 4.99884
C -2.20008 -4.54487 4.40122
C -1.62163 -4.58848 3.14508
C -1.25870 -3.39980 2.54081
C -1.41402 -0.92758 0.49727
C -0.45072 -0.75712 -0.50504
C -0.63467 -2.08281 -2.86805
C -1.97596 -1.63487 -2.32483
C -3.55725 0.05494 -0.57533
C -2.85991 -1.17822 0.02541
H 0.85481 0.42745 4.12392
H 2.43551 -0.11422 3.67239
H 2.46936 1.46310 1.77383
H 1.96088 2.32261 3.22369
H -2.25928 1.83752 3.32702
H -3.36089 3.41615 4.91762
H -2.29381 5.61441 5.40315
H -0.13817 6.20163 4.32291
H 0.88574 4.65664 2.66708
H -1.53027 3.91826 -0.04980
H -0.96042 5.34029 -1.98466
H 1.46277 5.85411 -2.44822
H 3.21344 4.61440 -1.23581
H 2.63955 2.83831 0.31935
H 0.93120 -1.84602 3.12740
H 1.36139 -1.16076 1.54394
H -2.60464 -1.17638 4.67465
H -2.96365 -3.32215 6.01249
H -2.44497 -5.48011 4.91239
H -1.46029 -5.54444 2.62777
H -0.67854 -3.41387 1.61511
H 0.59225 -0.51246 -0.19398
H -0.47503 -1.59421 -3.82704
H -2.48189 -1.12161 -3.13158
H -4.05396 -0.12482 -1.51564
H -3.45081 -1.60302 0.84451
C 4.02808 -3.99554 -2.48463
C 3.72146 -2.63231 -2.47769
N 3.72972 -1.87663 -1.35883
C 4.26055 -2.46896 -0.20586
C 4.61570 -3.86177 -0.15798
C 4.49154 -4.62665 -1.33971
C 5.17765 -4.39819 1.02796
C 5.42203 -3.60697 2.12231
C 5.12735 -2.18910 2.09694
C 5.47230 -1.33430 3.16325
C 5.23620 0.01373 2.98462
C 4.65347 0.49041 1.82475
N 4.11039 -0.30358 0.86999
C 4.47669 -1.63976 0.92114
H 3.90301 -4.51534 -3.44961
H 3.45297 -2.16133 -3.41302
H 4.73256 -5.68449 -1.35885
H 5.38284 -5.46703 1.05806
H 5.82825 -4.03922 3.05597
H 5.92429 -1.71882 4.08163
H 5.46960 0.78465 3.73365
H 4.56549 1.57085 1.70223
C 4.43415 2.10734 -1.50496
H 5.02305 3.04954 -1.51770
H 5.26065 1.23176 -1.52359
F -3.61694 1.72225 -8.55164
C -2.96925 1.57913 -7.35797
C -2.53896 2.70425 -6.65248
C -1.83205 2.56774 -5.47001
C -1.65480 1.27723 -4.92539
C -2.02222 0.15306 -5.64867
C -2.69853 0.29962 -6.85850
Sb -0.80124 1.31181 -2.87850
C -0.79949 -0.81000 -1.91799
C -2.81042 -2.25141 -1.16752
C -2.50585 -3.63559 -0.68975
C -1.35661 -4.37479 -0.83386
F -1.32344 -5.55768 -0.11755
C -0.15233 -4.22436 -1.61551
C 0.06451 -3.29166 -2.59627
C -2.69372 1.97870 -1.85595
C -3.85128 2.50681 -2.40184
C -5.07362 2.52070 -1.67967
C -5.16674 2.00620 -0.40253
F -6.19173 2.40715 0.41357
C -4.12005 1.18440 0.16221
C -2.79623 1.34658 -0.56092
H -2.69832 3.71241 -7.05829
H -1.48317 3.44301 -4.92459
H -1.87081 -0.84815 -5.24280
H -3.02400 -0.57587 -7.41189
H -3.81493 -2.29425 -1.56663
H -3.26035 -4.08657 -0.01284
H 0.59789 -5.03144 -1.50128
H 0.83085 -3.56355 -3.33079
H -3.85299 2.86253 -3.44326
H -5.95458 2.98147 -2.14901
H -4.01398 1.11011 1.24498
H -1.93518 1.30715 0.09604
```